# 1
This record from OMol25 describes one molecule with the formula C13H21O5P. The level of theory is wB97M-V/def2-TZVPD.

Summary:
Relative energy (zero: lowest compared OMol25 entry of this formula, charge and spin)   0.000 eV
SMILES   CCOP(=O)(Cc1cc(C(=O)CC)c(C)o1)OCC
Frontier orbital gap   9.18 eV

Each line ends with the Löwdin charge.
Cartesian coordinates (Å):
C 1.768 3.786 -0.995  -0.0672
C 0.871 3.331 0.144  -0.2766
H -0.165 3.638 -0.030  0.1200
H 1.223 3.753 1.091  0.1074
O 0.874 1.912 0.234  -0.2028
P 1.493 1.180 1.526  0.5245
O 2.363 2.058 2.316  -0.2540
O 2.147 -0.138 0.897  -0.2060
C 3.363 -0.016 0.161  -0.2657
C 4.571 -0.001 1.082  -0.0723
H 5.483 0.076 0.495  0.0773
H 4.602 -0.913 1.672  0.0782
H 4.502 0.847 1.757  0.0628
H 3.387 -0.884 -0.506  0.1214
H 3.335 0.894 -0.447  0.1088
C 0.065 0.408 2.392  -0.1039
C -0.908 -0.081 1.391  -0.3205
C -1.033 -1.271 0.751  0.0363
C -2.110 -1.119 -0.180  -0.0939
C -2.550 0.179 -0.025  -0.2265
O -1.825 0.800 0.921  0.0964
C -3.632 0.933 -0.702  0.0179
H -3.217 1.790 -1.233  0.0903
H -4.346 1.307 0.031  0.0914
H -4.135 0.278 -1.405  0.0745
C -2.645 -2.113 -1.112  -0.3575
O -3.576 -1.881 -1.856  0.0850
C -1.947 -3.458 -1.081  -0.1820
C -2.547 -4.437 -2.080  -0.0998
H -3.600 -4.597 -1.862  0.0764
H -2.470 -4.038 -3.088  0.0764
H -2.029 -5.392 -2.038  0.0699
H -2.022 -3.855 -0.066  0.1220
H -0.888 -3.294 -1.294  0.1220
H -0.435 -2.141 0.921  0.1205
H -0.381 1.172 3.030  0.1116
H 0.447 -0.405 3.006  0.1109
H 1.697 4.864 -1.110  0.0764
H 1.467 3.308 -1.924  0.0778
H 2.801 3.521 -0.782  0.0728

=====

# 2
This record from OMol25 describes C13H22AuN6O2S as an isolated structure. The level of theory is wB97M-V/def2-TZVPD.

Summary:
Total charge   +3
2S+1   3
Frontier orbital gap (alpha / beta)   7.32 / 5.85 eV

Each line ends with the Löwdin spin population.
Cartesian coordinates (Å):
Au -0.150 0.036 -0.603  0.5647
N -4.343 -0.124 -0.923  0.0011
C -4.079 1.185 -1.222  0.0020
C -2.747 1.342 -1.034  0.0052
N -2.211 0.129 -0.617  0.0630
C -3.217 -0.747 -0.564  0.0076
C -1.905 -2.862 0.005  0.0870
N 0.610 -3.588 -0.626  0.3014
C 0.495 -4.391 0.398  0.0249
C -0.646 -4.519 1.206  0.3776
N -1.731 -3.694 0.988  0.0549
H -5.241 -0.580 -1.024  0.0006
H -4.836 1.881 -1.543  0.0003
H -2.139 2.215 -1.207  0.0009
H 1.381 -4.967 0.649  -0.0035
H -0.700 -5.197 2.044  0.0155
H -2.529 -3.665 1.651  -0.0006
C 2.765 -0.687 -1.528  0.0065
O 1.954 0.072 -0.580  0.0558
C 2.393 1.453 -0.399  0.0032
C 1.649 1.942 0.806  0.0059
O 0.237 1.887 0.478  0.1696
C -0.611 2.328 1.571  0.0081
H 3.772 -0.757 -1.119  0.0029
H 2.786 -0.183 -2.494  -0.0001
H 2.337 -1.679 -1.615  0.0004
H 2.146 2.029 -1.293  0.0003
H 3.470 1.479 -0.232  0.0023
H 1.930 2.965 1.062  0.0056
H 1.844 1.296 1.666  -0.0002
H -0.343 3.356 1.812  0.0061
H -0.468 1.701 2.451  0.0000
H -1.645 2.299 1.239  0.0008
S -0.677 -2.704 -1.204  0.2067
C -3.293 -2.195 -0.103  0.0013
N -4.096 -2.962 -1.016  0.0181
C -5.028 -3.845 -0.310  0.0010
C -5.249 -3.084 0.990  0.0002
N -3.963 -2.368 1.173  0.0008
H -3.712 -3.247 -1.905  0.0013
H -4.636 -4.851 -0.140  0.0003
H -5.944 -3.945 -0.889  0.0005
H -5.424 -3.746 1.834  0.0000
H -6.098 -2.402 0.923  0.0001
H -4.018 -1.532 1.738  -0.0001

=====

# 3
This record from OMol25 describes C13H22BaN2O as an isolated structure. The level of theory is wB97M-V/def2-TZVPD.

Summary:
Total charge   +2
Frontier orbital gap   7.25 eV

Each line ends with the Löwdin charge.
Cartesian coordinates (Å):
Ba -0.022 -0.010 1.804  2.0255
C 2.829 -0.675 -1.415  -0.0344
C 1.355 -0.323 -1.499  -0.2342
C 0.399 -1.344 -1.600  -0.2155
C 0.849 -2.789 -1.725  -0.0268
C -0.966 -1.024 -1.621  -0.2147
C -2.005 -2.131 -1.626  -0.0337
C -1.370 0.319 -1.628  -0.2110
C -2.839 0.669 -1.786  -0.0272
C -0.412 1.338 -1.527  -0.2288
C -0.853 2.789 -1.470  -0.0350
C 0.951 1.018 -1.497  -0.2303
C 1.996 2.121 -1.541  -0.0270
H 3.279 -0.766 -2.407  0.1125
H 2.991 -1.628 -0.914  0.0774
H 3.400 0.084 -0.884  0.0761
H 1.027 -3.276 -0.763  0.0930
H 1.778 -2.858 -2.288  0.0887
H 0.113 -3.388 -2.254  0.0839
H -2.261 -2.448 -2.640  0.1120
H -2.932 -1.814 -1.155  0.0767
H -1.649 -3.017 -1.103  0.0773
H -3.365 0.783 -0.835  0.0941
H -3.367 -0.096 -2.350  0.0854
H -2.962 1.602 -2.330  0.0869
H -0.910 3.234 -2.467  0.1125
H -0.160 3.401 -0.896  0.0769
H -1.840 2.896 -1.025  0.0763
H 2.871 1.803 -2.102  0.0881
H 2.353 2.435 -0.555  0.0917
H 1.610 3.009 -2.034  0.0837
N 0.014 1.161 5.966  0.2309
C 0.014 0.010 5.316  -0.5806
N 0.013 -1.140 5.969  0.2306
O 0.013 0.009 4.016  -0.5488
H 0.016 1.214 6.973  0.1465
H 0.016 2.027 5.456  0.1377
H 0.016 -1.190 6.976  0.1464
H 0.015 -2.007 5.461  0.1374

=====

# 4
This record from OMol25 describes C13H22Be2CaCl5CsFGaNNaO6S as an isolated structure. The level of theory is wB97M-V/def2-TZVPD.

Summary:
Total charge   +2
Frontier orbital gap   1.01 eV

Each line ends with the Löwdin charge.
Cartesian coordinates (Å):
C 2.004 1.666 2.090  -0.1042
C 1.965 0.845 0.796  -0.7524
Cl 2.228 -0.901 1.119  0.7258
C 1.751 1.373 -0.413  -0.6279
Cl 1.463 3.132 -0.630  0.6818
Ga 1.732 0.274 -2.181  0.3283
C 0.403 1.104 -3.551  -0.3327
C -0.983 1.461 -2.904  -0.3772
C -1.442 0.244 -1.974  -0.1980
C -3.020 0.273 -1.917  -0.2117
O -3.558 -0.508 -0.825  -0.0332
C -3.284 -1.863 -0.963  -0.2485
O -3.137 -2.394 -2.051  0.0273
C 3.632 0.587 -3.023  -0.2777
C 4.686 -0.525 -2.714  -0.7295
C 4.263 -1.868 -3.400  -0.1300
Cl 5.108 -0.696 -0.938  0.1253
H 3.003 1.370 2.534  0.0563
H 2.068 2.763 1.913  0.1159
H 1.163 1.397 2.793  0.0764
H 1.401 -1.272 -1.924  -0.0142
H 0.242 0.378 -4.416  -0.1430
H 0.869 2.025 -4.000  0.0821
H -0.997 2.406 -2.337  0.0726
H -1.775 1.577 -3.754  -0.0507
H -1.066 -0.706 -2.426  0.0212
H -0.966 0.389 -0.979  0.1105
H -3.281 1.354 -1.829  0.0451
H -3.477 -0.046 -2.884  0.1218
H -3.187 -2.507 -0.060  0.1525
H 3.462 0.619 -4.133  0.0143
H 3.931 1.603 -2.692  0.0709
H 5.642 -0.207 -3.237  0.1130
H 4.106 -1.630 -4.482  0.0501
H 5.033 -2.652 -3.249  0.0835
H 3.306 -2.218 -2.946  0.0498
C -2.810 -1.030 2.668  -0.0350
C -1.769 -0.158 3.212  -0.2310
N -0.941 0.520 3.640  -0.0467
H -2.376 -1.858 2.108  0.0748
H -3.431 -1.461 3.456  0.1026
H -3.473 -0.491 1.989  0.0866
Be 2.693 0.081 3.373  0.8374
Cl -0.836 1.987 5.649  0.0889
Be -3.028 2.100 5.895  0.8494
Cl -3.267 2.830 -3.616  -0.1402
O -5.495 -0.698 8.883  -0.1804
S -5.085 -1.173 7.558  0.2449
O -6.229 -1.787 6.880  -0.1849
O -4.033 -2.184 7.723  -0.1879
O -4.579 -0.046 6.747  -0.4410
Na -1.568 -1.798 -3.942  0.4813
Cs 7.272 -1.529 -0.670  1.1241
F 4.167 0.456 5.571  -0.5469
Ca 1.499 -0.607 -5.536  1.2104

=====

# 5
This record from OMol25 describes C13H22BrNO6S as an isolated structure. The level of theory is wB97M-V/def2-TZVPD.

Summary:
Relative energy (zero: lowest compared OMol25 entry of this formula, charge and spin)   1.635 eV
Frontier orbital gap   9.78 eV

Each line ends with the Löwdin charge.
Cartesian coordinates (Å):
O 3.913 -4.728 -0.839  -0.2193
S 4.126 -3.314 -0.942  0.7077
O 5.443 -2.832 -1.320  -0.2414
O 3.167 -2.737 -2.187  -0.2011
C 3.044 -1.346 -1.788  -0.2141
C 2.515 -1.458 -0.291  -0.7453
Br 2.686 0.297 0.555  0.8217
C 1.054 -2.044 -0.502  -0.2589
C 0.018 -1.080 -0.836  -0.0239
C -1.325 -1.617 -1.079  -0.0209
C -1.501 -3.073 -0.951  -0.0372
C -0.322 -3.847 -0.596  -0.1143
N 0.934 -3.383 -0.373  0.1213
O 3.400 -2.447 0.284  -0.2144
H 3.969 -0.755 -1.990  0.1328
H 2.175 -1.006 -2.406  0.1390
H 0.184 0.014 -0.951  0.0842
H -2.184 -0.971 -1.365  0.0921
H -2.472 -3.580 -1.123  0.0983
H -0.460 -4.957 -0.523  0.1154
C -2.892 2.176 -3.861  -0.0622
C -2.854 2.035 -2.347  -0.5020
C -3.478 3.240 -1.663  -0.0610
O -1.499 1.891 -1.916  -0.0698
H -2.326 3.055 -4.184  0.0825
H -2.431 1.309 -4.339  0.0795
H -3.918 2.270 -4.223  0.0816
H -3.385 1.128 -2.049  0.1282
H -2.932 4.155 -1.912  0.0829
H -3.434 3.130 -0.577  0.0819
H -4.522 3.366 -1.959  0.0816
H -1.020 2.688 -2.174  0.0908
C 1.708 1.350 4.773  -0.0635
C 0.282 1.685 4.364  -0.4976
C -0.509 0.428 4.034  -0.0623
O 0.303 2.546 3.226  -0.0617
H 2.237 0.843 3.960  0.0635
H 2.267 2.261 4.996  0.0801
H 1.724 0.705 5.654  0.0806
H -0.213 2.230 5.171  0.1374
H -0.054 -0.109 3.196  0.0732
H -1.527 0.684 3.732  0.0791
H -0.559 -0.244 4.894  0.0801
H 0.738 2.073 2.507  0.0552

=====

no.,F_max (eV/A)
1,1.1
2,0.8
3,3.3
4,10.8
5,2.9